This record from the Open Molecules 2025 dataset describes C21H44Cl3O2P as an isolated structure at a distorted geometry. The level of theory is the ωB97M-V functional and the def2-TZVPD basis.

```
71
Properties=species:S:1:pos:R:3:forces:R:3:lowdin_charge:R:1
C -4.350 -1.966 1.678 -0.02 -1.03 0.40 -0.106
C -3.079 -1.193 2.009 -0.74 1.23 -0.09 -0.265
C -2.363 -0.717 0.754 1.68 -0.84 -0.90 -0.168
C -0.873 -0.235 0.969 -0.79 -2.72 -5.95 -0.388
P 0.387 -0.103 -0.377 -1.91 0.43 -0.42 1.069
C 1.882 0.516 0.429 2.73 0.01 -3.51 -0.360
C 2.970 0.947 -0.599 -0.14 0.35 0.74 -0.202
C 4.263 1.480 0.047 0.17 -0.21 -0.02 -0.260
C 5.215 1.981 -1.018 0.15 -1.25 -0.50 -0.124
C 0.669 -1.747 -1.150 1.08 1.25 -0.94 -0.264
C 1.326 -2.811 -0.290 -0.76 0.03 0.84 -0.262
C 1.276 -4.197 -0.870 -1.43 -0.72 0.24 -0.263
C 1.225 -5.311 0.218 0.95 0.01 -1.20 -0.096
C -0.057 1.045 -1.734 1.16 0.00 0.29 -0.318
C -1.076 0.577 -2.696 -1.55 -1.21 -0.48 -0.285
C -1.390 1.609 -3.756 0.54 -0.38 0.20 -0.278
C -2.591 1.293 -4.663 0.98 0.24 0.27 -0.080
H -4.138 -2.839 1.061 0.27 -0.08 -0.14 0.069
H -5.181 -1.475 1.171 0.35 0.63 0.06 0.077
H -4.756 -2.389 2.597 -0.15 0.10 0.10 0.071
H -2.436 -1.737 2.701 -0.06 -0.38 -0.30 0.113
H -3.348 -0.284 2.548 -0.22 -0.06 0.37 0.111
H -2.959 0.025 0.222 0.03 0.21 0.10 0.117
H -2.335 -1.591 0.103 0.01 -0.10 -0.36 0.097
H -0.366 -0.838 1.723 -0.49 -0.86 -2.18 0.076
H -0.891 0.773 1.383 1.17 -1.18 -4.47 -0.063
H 2.141 -0.348 1.042 1.77 -0.23 -0.77 0.104
H 1.593 1.298 1.131 1.88 -0.23 -2.55 -0.014
H 2.617 1.785 -1.201 -0.43 0.02 -0.01 0.103
H 3.179 0.147 -1.308 0.29 -0.18 0.00 0.106
H 4.759 0.716 0.645 -0.16 -0.06 0.17 0.112
H 4.112 2.366 0.664 -0.64 -0.35 0.48 0.115
H 6.252 1.950 -0.684 -0.07 0.98 0.29 0.074
H 4.818 2.915 -1.415 0.65 0.08 -0.15 0.081
H 5.276 1.224 -1.800 -0.34 0.11 -0.53 0.066
H 1.255 -1.512 -2.038 0.45 -0.02 -0.19 0.094
H -0.270 -2.040 -1.619 -0.29 -0.32 0.54 0.091
H 0.688 -2.818 0.594 0.13 -0.27 0.48 0.105
H 2.340 -2.638 0.071 0.02 0.69 -0.20 0.123
H 2.065 -4.390 -1.597 0.26 -0.02 0.24 0.113
H 0.358 -4.253 -1.456 -0.19 -0.17 -0.13 0.100
H 0.391 -5.385 0.916 -0.13 0.75 -0.18 0.072
H 2.162 -5.236 0.769 -0.06 -0.32 0.28 0.071
H 1.209 -6.251 -0.335 0.24 -0.22 0.20 0.066
H 0.886 1.159 -2.269 0.24 -0.07 -0.23 0.096
H -0.232 2.054 -1.361 -0.04 -0.61 0.14 -0.020
H -2.039 0.318 -2.254 -0.07 -0.02 0.66 0.108
H -0.749 -0.362 -3.143 0.04 -0.13 -0.32 0.106
H -0.473 1.619 -4.344 -0.02 0.63 -0.38 0.115
H -1.450 2.559 -3.224 -0.28 -0.18 -0.61 0.002
H -3.324 0.618 -4.222 -0.03 0.15 0.19 0.069
H -2.164 0.796 -5.534 -0.50 0.11 -0.29 0.070
H -3.050 2.249 -4.917 -0.23 -0.30 -0.38 0.073
Cl -0.070 2.529 0.847 -0.76 3.72 -0.49 0.405
O 2.482 0.289 4.160 -0.30 0.70 0.37 0.107
C 1.358 0.657 3.910 1.37 -1.98 -2.11 -0.438
O 0.456 0.933 4.835 0.09 0.23 2.44 0.061
C -0.830 1.095 4.311 -0.81 -0.15 -2.36 -0.112
C -0.711 0.407 2.924 -0.25 3.08 5.94 -0.281
C 0.741 0.669 2.503 -1.25 -0.70 5.51 -0.238
H -1.083 2.150 4.203 0.30 0.18 -0.08 0.130
H -1.704 0.653 4.790 0.71 -0.36 1.11 0.126
H -1.463 0.813 2.248 -1.18 0.57 3.99 0.077
H -0.850 -0.671 3.007 -0.40 0.63 1.28 0.116
H 0.869 1.661 2.071 -0.64 -0.04 2.01 -0.053
H 1.108 0.020 1.708 -1.23 -0.42 4.12 0.014
C -1.916 3.773 -0.998 -2.05 -0.04 -0.50 -1.052
Cl -0.803 4.489 -2.178 0.26 0.46 0.99 0.571
Cl -2.790 4.978 0.075 0.73 -0.90 -1.02 0.466
H -2.611 3.227 -1.636 -0.72 0.70 0.04 0.017
H -1.555 2.975 -0.349 0.66 1.07 -0.11 -0.135
```
Positions in Å, forces in eV/Å.

Results
Energy, eV: -73432.524
Spin multiplicity: 1
E_LUMO, Eh: 0.01004



This record from the Open Molecules 2025 dataset describes one molecule with the formula C7H6O at a distorted geometry. The level of theory is the ωB97M-V functional and the def2-TZVPD basis.

```
14
Properties=species:S:1:pos:R:3:forces:R:3:lowdin_charge:R:1
C -0.479 0.538 3.141 -0.39 -0.70 -3.54 0.128
C -0.514 0.304 1.933 0.61 0.76 2.86 -0.089
C -0.275 0.089 0.533 0.12 -0.17 3.22 -0.280
C 0.470 0.973 -0.097 -0.99 2.85 0.03 -0.128
O 0.689 0.965 -1.382 1.05 -1.71 -2.74 -0.019
C 0.716 -0.376 -1.953 0.73 0.05 -0.05 -0.150
C -0.319 -1.255 -1.336 -0.12 -3.73 -2.03 -0.078
C -0.673 -1.123 -0.070 0.24 -1.56 0.01 -0.077
H -0.556 0.772 4.156 -0.05 0.12 0.77 0.004
H 0.583 2.004 0.211 0.38 -0.19 0.92 0.149
H 1.751 -0.838 -1.877 -0.84 0.45 0.73 0.143
H 0.659 -0.301 -3.019 -0.65 0.54 -0.63 0.106
H -0.557 -2.281 -1.908 0.66 2.48 1.26 0.154
H -0.942 -1.978 0.585 -0.74 0.81 -0.82 0.137
```
Positions in Å, forces in eV/Å.

Results
Energy, eV: -9399.461
Energy relative to the best compared isomer or geometry (same formula, charge and spin), kcal per mole: 63.6
Spin multiplicity: 1
SMILES: C#CC1=COCC=C1
E_LUMO, Eh: 0.02514



This record from the Open Molecules 2025 dataset describes one molecule with the formula C5H11NOS at a distorted geometry. The level of theory is the ωB97M-V functional and the def2-TZVPD basis.

```
19
Properties=species:S:1:pos:R:3:forces:R:3:lowdin_charge:R:1
C -0.553 -1.995 -0.194 -0.08 0.09 0.25 -0.093
C -0.753 -0.480 -0.324 0.18 0.16 1.55 -0.723
S -2.534 0.019 -0.440 0.48 -0.26 -0.22 0.782
C 0.258 0.181 -1.242 1.68 -0.07 -1.69 -0.145
C 1.212 0.480 -0.071 0.69 0.07 0.53 -0.320
N 1.951 1.775 -0.052 -0.33 -0.70 0.62 0.035
C -0.004 0.251 0.879 0.19 -1.02 0.25 -0.358
O -0.620 1.369 1.426 0.31 0.24 0.30 -0.040
H -0.671 -2.549 -1.106 0.01 0.06 -0.80 0.073
H -1.359 -2.350 0.420 -0.21 -0.38 0.68 0.058
H 0.411 -2.318 0.249 -0.42 0.54 -0.15 0.097
H -2.938 -0.408 0.787 0.38 0.09 -0.43 -0.103
H 0.715 -0.451 -2.042 -0.61 0.37 0.48 0.127
H 0.012 1.131 -1.699 -0.61 0.18 -0.12 0.110
H 1.958 -0.369 0.083 -0.84 1.20 -0.24 0.155
H 1.313 2.582 0.046 0.28 -0.79 -0.03 0.072
H 2.553 1.787 0.794 -0.56 0.04 -0.82 0.079
H 0.262 -0.438 1.695 -0.40 0.30 0.05 0.143
H -1.212 1.785 0.791 -0.14 -0.13 -0.22 0.053
```
Positions in Å, forces in eV/Å.

Results
Energy, eV: -19735.193
Energy relative to the best compared isomer or geometry (same formula, charge and spin), kcal per mole: 43.9
Spin multiplicity: 1
SMILES: C[C@]1(S)C[C@@H](N)[C@H]1O
E_LUMO, Eh: 0.02541



This record from the Open Molecules 2025 dataset describes one molecule with the formula C13H13FN4 at a distorted geometry. The level of theory is the ωB97M-V functional and the def2-TZVPD basis.

```
31
Properties=species:S:1:pos:R:3:forces:R:3:lowdin_charge:R:1
C -0.929 0.361 2.441 0.53 0.60 0.18 -0.037
C -1.198 -0.392 1.075 0.62 1.98 1.99 -0.330
C -2.461 -0.009 0.401 -3.19 0.02 0.32 -0.089
C -2.078 0.438 -0.965 -1.48 1.42 0.20 -0.194
C -2.888 1.125 -1.862 0.09 -0.32 -1.98 0.065
C -2.311 1.316 -3.151 -0.17 0.18 0.63 -0.254
F -3.078 1.729 -4.201 0.08 0.06 0.63 0.028
C -0.958 1.078 -3.422 -0.80 0.63 -0.18 -0.030
C -0.126 0.698 -2.378 0.48 -2.16 -0.08 -0.014
C -0.736 0.349 -1.142 2.16 -0.36 -0.18 -0.138
N -0.173 -0.163 0.075 0.94 -0.46 -0.22 0.043
C 1.161 -0.462 0.343 0.96 0.83 -0.28 -0.263
C 2.131 0.400 -0.169 2.48 -1.79 1.04 -0.006
C 3.481 0.158 0.176 -1.18 0.20 0.10 -0.083
N 3.816 -0.842 1.006 2.40 2.01 -1.97 0.106
C 2.842 -1.578 1.390 -0.79 -0.99 1.99 -0.561
N 3.092 -2.552 2.293 -0.13 -1.76 1.99 0.108
N 1.567 -1.434 1.151 -3.44 0.17 -0.87 0.182
H 0.081 0.038 2.853 -1.15 0.65 -0.60 0.079
H -1.662 0.213 3.294 0.47 -0.38 -1.37 0.089
H -0.976 1.456 2.242 0.46 -0.58 0.20 0.080
H -1.190 -1.361 1.396 -0.07 -2.95 0.20 0.101
H -3.204 -0.891 0.403 0.98 1.39 -0.19 0.155
H -2.997 0.862 0.887 0.55 -1.03 -0.16 0.141
H -3.934 1.430 -1.635 0.90 -0.53 -0.35 0.138
H -0.580 1.247 -4.453 -0.31 -0.23 0.93 0.130
H 0.855 0.259 -2.705 -0.67 1.05 0.92 0.130
H 1.866 1.231 -0.690 -0.61 2.17 -1.54 0.063
H 4.292 0.841 -0.144 -0.60 -0.51 0.15 0.115
H 2.231 -2.834 2.852 2.15 0.31 -1.10 0.129
H 4.063 -2.709 2.640 -1.65 0.39 -0.41 0.117
```
Positions in Å, forces in eV/Å.

Results
Energy, eV: -22369.323
Energy relative to the best compared isomer or geometry (same formula, charge and spin), kcal per mole: 0.0
Spin multiplicity: 1
SMILES: C[C@H]1Cc2cc(F)ccc2N1c1ccnc(N)n1
E_LUMO, Eh: 0.02633



This record from the Open Molecules 2025 dataset describes one molecule with the formula C18H25N9O3 at a distorted geometry. The level of theory is the ωB97M-V functional and the def2-TZVPD basis.

```
55
Properties=species:S:1:pos:R:3:forces:R:3:lowdin_charge:R:1
C 4.455 0.620 0.885 -0.14 0.16 -0.11 -0.109
C 3.245 1.213 0.174 -0.11 -0.26 0.07 -0.243
C 2.051 0.252 0.234 0.28 0.23 0.02 -0.208
N 0.863 0.672 -0.496 0.01 0.05 0.05 -0.207
C 1.020 0.686 -1.949 -0.37 -0.17 -0.23 -0.190
C -0.146 -0.011 -2.655 0.26 0.13 -0.22 -0.233
C 0.072 -0.045 -4.163 -0.11 -0.01 0.22 -0.104
C 0.278 1.904 0.026 0.36 0.03 0.02 -0.112
C -1.158 2.004 -0.347 -0.66 -0.20 0.20 -0.109
C -2.265 1.250 0.027 0.79 0.68 -0.26 -0.133
C -2.358 0.060 0.915 0.23 -0.26 0.10 -0.408
O -3.324 -0.164 1.613 -0.11 -0.07 0.03 0.080
N -1.232 -0.707 0.832 -0.16 0.33 -0.17 0.059
N -0.903 -1.837 1.495 0.24 -0.56 0.36 0.085
C -1.697 -2.432 2.303 -0.22 0.60 -0.31 -0.068
C -1.276 -3.623 2.975 -0.59 -0.72 0.78 -0.262
C -1.971 -4.408 3.867 0.31 0.70 -0.65 -0.009
C -1.106 -5.459 4.228 0.67 -0.06 -0.27 -0.026
C 0.059 -5.252 3.538 -0.41 -0.66 0.67 -0.322
C 1.329 -6.022 3.507 -0.09 0.33 -0.19 -0.008
O -0.040 -4.146 2.781 0.22 0.19 -0.24 0.093
N -3.357 1.782 -0.571 -0.39 -0.52 0.34 0.110
N -3.018 2.778 -1.274 -0.34 0.72 -0.69 0.046
N -1.684 2.956 -1.169 0.24 -1.20 0.99 0.019
C -1.083 3.970 -1.878 0.49 1.52 -1.18 -0.180
N 0.197 4.187 -1.992 -0.48 -0.67 0.43 0.121
O 0.338 5.251 -2.789 0.34 -0.05 0.07 -0.073
N -0.859 5.730 -3.205 -1.10 0.08 -0.12 0.112
C -1.782 4.969 -2.666 1.35 -0.29 0.34 -0.334
N -3.107 5.108 -2.775 -0.65 0.23 -0.15 0.149
H 5.294 1.310 0.849 0.12 -0.01 0.05 0.070
H 4.221 0.416 1.928 0.04 -0.05 0.13 0.074
H 4.756 -0.313 0.414 0.07 -0.11 -0.01 0.073
H 2.978 2.161 0.645 -0.02 0.07 -0.06 0.106
H 3.498 1.418 -0.868 -0.04 0.08 -0.04 0.108
H 1.762 0.097 1.278 0.02 -0.08 0.02 0.124
H 2.346 -0.721 -0.168 0.00 -0.02 0.07 0.129
H 1.116 1.714 -2.322 0.10 -0.07 -0.01 0.114
H 1.936 0.152 -2.210 0.05 0.06 0.01 0.124
H -0.234 -1.029 -2.271 -0.04 -0.01 0.08 0.114
H -1.084 0.502 -2.441 -0.05 -0.03 0.07 0.094
H -0.764 -0.533 -4.657 -0.03 -0.03 -0.12 0.072
H 0.981 -0.589 -4.406 0.11 -0.06 -0.09 0.072
H 0.163 0.965 -4.558 0.02 0.09 -0.11 0.073
H 0.802 2.801 -0.334 -0.02 -0.20 0.25 0.107
H 0.342 1.867 1.119 0.00 0.05 -0.08 0.144
H -0.468 -0.393 0.219 -0.19 0.02 0.03 0.092
H -2.705 -2.101 2.537 0.08 0.10 -0.10 0.120
H -2.972 -4.245 4.212 -0.23 0.11 0.02 0.111
H -1.312 -6.262 4.906 0.04 -0.20 0.12 0.107
H 1.254 -6.885 4.161 -0.01 -0.03 0.03 0.083
H 2.159 -5.396 3.833 0.09 -0.02 0.04 0.085
H 1.543 -6.357 2.493 0.06 -0.07 -0.04 0.085
H -3.473 5.771 -3.433 -0.05 -0.02 -0.01 0.111
H -3.679 4.365 -2.399 0.02 0.14 -0.14 0.073
```
Positions in Å, forces in eV/Å.

Results
Energy, eV: -38621.062
Energy relative to the best compared isomer or geometry (same formula, charge and spin), kcal per mole: 0.0
Spin multiplicity: 1
SMILES: CCCN(CCC)Cc1c(C(=O)N/N=C/c2ccc(C)o2)nnn1-c1nonc1N
E_LUMO, Eh: 0.00138



This record from the Open Molecules 2025 dataset describes C25H29N3O4 as an isolated structure at a distorted geometry. The level of theory is the ωB97M-V functional and the def2-TZVPD basis.

```
61
Properties=species:S:1:pos:R:3:forces:R:3:lowdin_charge:R:1
C 3.489 6.108 -5.200 0.46 -3.84 -5.43 -0.056
O 3.817 4.698 -5.343 0.53 0.69 -0.09 -0.110
C 3.335 3.657 -4.524 -0.24 6.65 -2.90 -0.263
C 2.361 4.031 -3.612 0.96 1.61 -1.46 -0.027
C 1.746 3.050 -2.949 2.60 -3.43 0.44 -0.019
C 2.418 1.812 -3.019 -1.12 -2.81 0.66 -0.171
C 3.420 1.692 -3.965 -1.03 -11.70 2.73 -0.107
C 3.798 2.446 -4.905 2.35 4.20 -2.82 -0.030
H 4.567 2.291 -5.675 -0.74 0.05 0.45 0.154
H 3.714 0.499 -4.166 -0.38 2.99 1.03 0.164
N 2.098 0.558 -2.265 -2.65 7.31 1.88 -0.102
C 2.298 -0.780 -2.696 0.66 -0.24 5.81 -0.137
H 1.883 -0.801 -3.694 1.16 -1.05 -0.64 0.121
C 1.351 -1.673 -1.730 -4.31 8.33 -4.55 -0.235
N 1.495 -1.574 -0.448 8.70 5.72 6.60 -0.124
C 2.050 -0.068 0.085 -0.70 -2.78 -5.55 0.052
C 1.341 1.030 -0.839 3.26 -14.58 -6.14 0.041
H 0.368 1.006 -0.844 -5.27 -0.18 -0.13 0.062
H 1.780 1.712 -0.512 6.23 11.71 3.96 -0.013
H 3.173 -0.114 0.108 -1.34 0.51 -0.21 0.137
H 1.606 0.007 0.960 -1.45 0.27 4.65 0.033
C 0.728 -2.083 0.495 -8.93 -3.58 -5.10 -0.390
C -0.611 -1.367 0.663 0.72 2.91 1.60 -0.087
C -1.779 -1.321 0.088 0.81 -10.85 -8.37 -0.252
C -2.723 -0.579 0.351 -5.80 12.51 8.49 -0.024
C -1.956 0.250 1.464 -7.66 -3.22 -6.57 -0.129
O -0.845 -0.137 1.478 11.11 -4.72 1.24 0.061
H -2.019 1.006 2.053 -1.93 5.18 3.62 0.077
H -3.652 0.021 0.289 0.19 -2.04 -1.34 0.122
H -2.244 -2.079 -0.646 2.04 0.24 0.55 0.169
H 0.275 -3.175 -0.086 0.71 2.60 1.22 0.238
C 1.025 -2.570 1.728 5.55 -2.41 8.35 -0.221
N 0.153 -3.358 2.624 -1.86 0.52 -2.47 0.074
C -0.748 -2.657 3.491 2.98 -4.60 -0.37 -0.499
O -0.488 -1.625 4.037 -1.31 0.21 -0.34 0.136
O -1.558 -3.733 3.885 -2.57 3.54 -0.33 -0.001
C -2.715 -3.176 4.682 10.00 9.87 0.77 -0.072
C -3.384 -1.934 4.361 -4.28 -12.34 -9.31 -0.151
C -3.467 -0.745 4.598 3.71 7.18 6.62 -0.176
C -4.152 0.210 3.999 -7.53 7.15 -1.20 -0.111
C -5.215 -0.074 3.152 2.57 -0.85 -1.73 -0.053
C -4.965 -1.356 2.619 -8.93 1.93 -6.81 -0.211
C -4.339 -2.325 3.084 6.07 -1.42 6.24 -0.013
H -4.434 -3.301 2.770 0.25 -1.92 -0.72 0.089
H -5.806 -1.811 1.615 2.33 1.81 2.82 0.189
H -5.986 0.528 2.624 0.92 0.01 1.06 0.121
H -4.430 1.292 4.434 1.94 -2.32 -0.32 0.159
H -2.991 -0.368 5.502 0.75 -0.04 0.06 0.148
H -2.072 -2.773 5.573 -0.84 -0.83 -0.59 0.165
H -3.039 -3.917 5.065 -5.77 -9.43 4.14 0.024
H -0.218 -4.244 2.152 0.33 1.94 1.18 0.171
H 1.291 -1.727 2.424 0.28 -0.54 -0.55 0.149
H 1.896 -3.296 1.757 -0.17 1.32 -0.64 0.155
H 1.393 -2.577 -1.969 0.23 -7.85 -2.75 0.040
H 0.195 -1.282 -1.848 1.79 -0.75 -1.37 0.171
H 3.413 -0.965 -2.122 -2.12 -0.82 -3.13 0.182
H 1.133 3.242 -2.183 -2.86 0.64 2.47 0.070
H 2.108 5.094 -3.476 0.08 -0.80 -0.18 0.122
H 4.083 6.594 -6.001 -0.76 -0.05 0.75 0.119
H 2.458 6.270 -5.176 -2.31 0.05 -1.77 0.065
H 3.574 6.461 -4.318 2.60 2.34 6.49 0.008
```
Positions in Å, forces in eV/Å.

Results
Energy, eV: -39031.235
Energy relative to the best compared isomer or geometry (same formula, charge and spin), kcal per mole: 637.7
Spin multiplicity: 1
E_LUMO, Eh: 0.01770



> Among the records above, which one has the highest energy?

C7H6O